{
  "formula": "C28H37N7O2",
  "method": "the ωB97M-V functional and the def2-TZVPD basis",
  "gap_ev": 8.4,
  "total_charge": 0,
  "smiles": "N[C@H]1COC(=O)C1.c1cc[nH]c1.c1cc[nH]c1.c1cc[nH]c1.c1cc[nH]c1.c1cc[nH]c1.c1cc[nH]c1",
  "e_above_lowest_kcal_mol": 0.00,
  "e_tot_ha": -1622.86565,
  "symbols": ["N", "C", "C", "O", "C", "O", "C", "H", "H", "H", "H", "H", "H", "H", "N", "C", "C", "C", "C", "H", "H", "H", "H", "H", "N", "C", "C", "C", "C", "H", "H", "H", "H", "H", "N", "C", "C", "C", "C", "H", "H", "H", "H", "H", "N", "C", "C", "C", "C", "H", "H", "H", "H", "H", "N", "C", "C", "C", "C", "H", "H", "H", "H", "H", "N", "C", "C", "C", "C", "H", "H", "H", "H", "H"],
  "positions_angstrom": [[2.292, 2.536, -1.477], [1.017, 2.706, -2.142], [0.025, 1.561, -1.966], [-1.210, 2.119, -2.462], [-1.097, 3.489, -2.504], [-1.834, 4.160, -3.161], [0.117, 3.848, -1.661], [2.856, 3.367, -1.623], [2.800, 1.770, -1.912], [1.106, 2.862, -3.235], [-0.110, 1.393, -0.891], [0.288, 0.611, -2.434], [0.484, 4.867, -1.779], [-0.187, 3.638, -0.624], [-4.861, -1.844, -2.429], [-4.778, -0.479, -2.424], [-3.461, -0.139, -2.262], [-2.725, -1.352, -2.153], [-3.616, -2.386, -2.262], [-5.707, -2.371, -2.540], [-5.655, 0.132, -2.553], [-3.059, 0.858, -2.227], [-1.659, -1.450, -2.020], [-3.470, -3.452, -2.240], [-1.759, 0.739, 1.509], [-0.424, 0.485, 1.675], [-0.111, 0.708, 2.989], [-1.305, 1.117, 3.643], [-2.302, 1.125, 2.703], [-2.264, 0.646, 0.645], [0.186, 0.157, 0.851], [0.863, 0.586, 3.433], [-1.417, 1.369, 4.685], [-3.348, 1.366, 2.784], [3.900, -1.095, -2.739], [3.098, -1.080, -1.630], [1.930, -1.720, -1.953], [2.029, -2.130, -3.311], [3.257, -1.730, -3.767], [4.823, -0.705, -2.790], [3.425, -0.624, -0.710], [1.096, -1.877, -1.289], [1.285, -2.657, -3.885], [3.725, -1.847, -4.729], [3.054, -3.067, 5.256], [3.383, -2.735, 3.971], [2.276, -2.179, 3.385], [1.237, -2.181, 4.356], [1.748, -2.734, 5.498], [3.676, -3.486, 5.922], [4.372, -2.917, 3.585], [2.215, -1.809, 2.375], [0.235, -1.808, 4.233], [1.300, -2.908, 6.461], [-1.924, 0.222, -6.191], [-1.638, 0.060, -7.519], [-2.123, -1.162, -7.904], [-2.726, -1.757, -6.760], [-2.584, -0.878, -5.719], [-1.697, 1.030, -5.640], [-1.122, 0.823, -8.075], [-2.056, -1.582, -8.894], [-3.206, -2.720, -6.709], [-2.889, -0.923, -4.687], [1.804, 1.793, 6.622], [1.682, 0.455, 6.877], [1.183, 0.318, 8.146], [0.997, 1.625, 8.674], [1.389, 2.514, 7.709], [2.143, 2.186, 5.764], [1.955, -0.281, 6.139], [0.972, -0.615, 8.641], [0.617, 1.882, 9.648], [1.404, 3.590, 7.702]]
}